3 unconnected molecules or ions with the total composition C13H28B3Br4IO4, computed with ωB97M-V/def2-TZVPD.

E_tot: -312433.45659 eV
SMILES string: CCCB1OB(I)OB(CCCCCOC)O1.BrCCBr.BrCCBr
Gap between HOMO and LUMO: 10.076 eV
Spin multiplicity: 1

Element x y z (Å)
C: 6.394 0.594 1.750
C: 5.363 1.175 0.765
C: 4.004 1.473 1.413
B: 2.975 2.178 0.482
O: 3.211 2.328 -0.888
B: 2.109 2.479 -1.680
I: 2.287 3.247 -3.658
O: 0.868 2.215 -1.163
B: 0.677 2.751 0.117
C: -0.660 3.432 0.530
C: -1.056 3.292 2.016
C: -2.180 2.283 2.381
C: -2.811 1.429 1.281
C: -1.904 0.305 0.794
O: -2.356 -0.265 -0.419
C: -1.768 0.295 -1.573
O: 1.772 2.687 0.962
H: 6.069 0.716 2.786
H: 7.372 1.066 1.644
H: 6.541 -0.477 1.588
H: 5.759 2.088 0.313
H: 5.215 0.471 -0.057
H: 3.561 0.539 1.784
H: 4.154 2.113 2.292
H: -1.446 3.127 -0.161
H: -0.490 4.498 0.318
H: -0.158 3.031 2.583
H: -1.351 4.275 2.391
H: -1.797 1.600 3.148
H: -2.988 2.832 2.873
H: -3.148 2.017 0.422
H: -3.717 0.974 1.694
H: -1.890 -0.513 1.520
H: -0.868 0.654 0.689
H: -2.264 -0.153 -2.436
H: -0.697 0.072 -1.621
H: -1.902 1.381 -1.628
Br: 1.013 -2.882 -0.235
C: -0.266 -2.949 -1.697
C: 0.418 -2.975 -3.042
Br: 1.123 -1.218 -3.480
H: -0.907 -2.084 -1.578
H: -0.849 -3.853 -1.537
H: -0.297 -3.213 -3.826
H: 1.248 -3.672 -3.075
Br: -2.886 -5.957 0.782
C: -4.548 -5.423 -0.070
C: -4.296 -4.557 -1.276
Br: -3.740 -2.764 -0.778
H: -5.134 -4.909 0.684
H: -5.048 -6.345 -0.360
H: -5.204 -4.442 -1.863
H: -3.509 -4.968 -1.901

***

A molecular structure, C13H28Br6O2P, computed with ωB97M-V/def2-TZVPD.

E_tot: -447557.06840 eV
Gap between HOMO and LUMO: 8.471 eV
Energy above the lowest of the compared OMol25 structures with the same formula, charge and spin: 612.7 kJ/mol
Spin multiplicity: 1
Total charge: +1

Element x y z (Å)
C: 2.179 -1.636 -0.244
P: 1.737 0.252 -0.430
C: -0.057 0.399 0.315
C: -0.648 1.928 0.277
C: -2.023 1.985 -0.665
C: -3.199 0.928 -0.119
O: -3.559 0.069 -1.271
C: -3.211 -1.339 -1.023
C: -3.732 -2.268 0.223
O: -2.331 -1.904 -1.896
H: 2.360 -1.814 0.922
H: 3.095 -1.955 -0.897
H: 1.182 -2.206 -0.552
H: 1.679 0.499 -1.855
H: 2.679 1.117 0.237
H: 0.043 -0.056 1.411
H: -0.699 -0.370 -0.293
H: 0.153 2.731 -0.028
H: -1.022 2.174 1.380
H: -1.803 1.710 -1.800
H: -2.529 3.060 -0.590
H: -4.178 1.567 0.118
H: -2.820 0.342 0.821
H: -3.344 -3.372 0.057
H: -3.300 -1.907 1.253
H: -4.912 -2.337 0.196
Br: 2.719 -4.857 0.501
C: 4.366 -5.123 1.514
C: 4.709 -3.899 2.330
Br: 5.468 -2.493 1.211
H: 5.142 -5.397 0.794
H: 4.163 -5.977 2.165
H: 5.487 -4.130 3.063
H: 3.848 -3.466 2.847
Br: -6.976 2.307 -0.179
C: -7.240 3.946 0.846
C: -6.206 4.987 0.488
Br: -4.486 4.588 1.319
H: -7.228 3.667 1.903
H: -8.243 4.290 0.577
H: -6.491 5.966 0.883
H: -6.028 5.072 -0.588
Br: 5.808 2.502 -2.557
C: 6.298 0.779 -1.783
C: 5.245 -0.266 -2.065
Br: 3.693 -0.037 -0.906
H: 6.469 0.946 -0.716
H: 7.244 0.513 -2.260
H: 5.624 -1.267 -1.838
H: 4.879 -0.247 -3.096

***

2 unconnected molecules or ions with the total composition C13H28ClO5PS, computed with ωB97M-V/def2-TZVPD.

E_tot: -56818.11713 eV
Gap between HOMO and LUMO: 6.624 eV
Energy above the lowest of the compared OMol25 structures with the same formula, charge and spin: 28.0 kJ/mol
Spin multiplicity: 1

Element x y z (Å)
C: -2.521 4.897 3.943
O: -2.636 3.705 4.683
C: -3.556 2.801 4.100
C: -3.432 1.456 4.784
C: -2.201 0.646 4.378
C: -2.067 0.451 2.860
C: -1.356 -0.856 2.457
C: -0.221 -0.609 1.455
C: 0.266 -1.895 0.794
C: 1.642 -1.765 0.126
C: 1.859 -0.431 -0.595
C: 2.987 -0.473 -1.627
C: 2.854 -1.485 -2.779
S: 1.127 -1.918 -3.163
P: 1.138 -1.262 -5.391
O: 0.161 0.016 -5.308
Cl: -0.139 -2.669 -6.112
H: -2.084 5.659 4.585
H: -1.868 4.764 3.071
H: -3.496 5.243 3.584
H: -4.576 3.186 4.245
H: -3.396 2.746 3.016
H: -3.416 1.643 5.860
H: -4.328 0.870 4.561
H: -2.267 -0.340 4.847
H: -1.302 1.114 4.783
H: -1.489 1.290 2.464
H: -3.059 0.504 2.406
H: -2.084 -1.486 1.937
H: -0.977 -1.389 3.330
H: 0.595 -0.115 1.995
H: -0.591 0.112 0.722
H: -0.473 -2.200 0.045
H: 0.303 -2.677 1.555
H: 2.383 -1.826 0.929
H: 1.809 -2.603 -0.555
H: 0.936 -0.110 -1.086
H: 2.105 0.352 0.121
H: 3.085 0.522 -2.061
H: 3.926 -0.678 -1.109
H: 3.253 -1.057 -3.702
H: 3.384 -2.411 -2.572
H: 1.138 -3.256 -3.252
H: -0.785 -0.202 -5.376
C: 4.159 -1.511 -7.484
O: 3.439 -2.138 -6.647
O: 3.689 -1.599 -8.809
O: 5.170 -0.853 -7.300
H: 2.915 -2.164 -8.711